Record 1
The ion C4H10NS2 with charge +1 at a distorted geometry. Source: the OMol25 dataset; level of theory: wB97M-V/def2-TZVPD.

Calculated values
Spin multiplicity ... 1
Max |F| ... 4.10 eV/Å
Kohn-Sham gap ... 8.028 eV
Charge ... +1
SMILES ... C[C@@H]([NH3+])[C@H](S)C=S
HOMO ... -12.63 eV

Last columns: bonded neighbours and bond lengths (Å).
Cartesian coordinates (Å):
1 C -0.7163 -1.5699 0.3708  C2 1.580, H8 1.060, H9 1.050, H10 1.061
2 C -0.4941 -0.0888 -0.1337  C1 1.580, N3 1.496, C4 1.509, H11 1.106
3 N -1.4108 0.8798 0.5431  C2 1.496, H12 1.077, H13 1.042, H14 1.096
4 C 0.9344 0.3552 0.0625  C2 1.509, S5 1.881, C6 1.447, H15 1.056
5 S 0.9660 2.2341 -0.0283  C4 1.881, H16 1.308
6 C 1.8035 -0.2936 -0.8946  C4 1.447, S7 1.665, H17 1.176
7 S 3.2955 -0.8833 -0.4479  C6 1.665
8 H -0.1100 -1.8961 1.1766  C1 1.060
9 H -1.7229 -1.6537 0.6557  C1 1.050
10 H -0.4903 -2.3354 -0.3281  C1 1.061
11 H -0.7681 -0.0683 -1.2048  C2 1.106
12 H -0.8683 1.8009 0.4133  N3 1.077
13 H -1.1551 0.6588 1.5291  N3 1.042
14 H -2.4960 0.7668 0.4363  N3 1.096
15 H 1.3548 0.1664 1.0123  C4 1.056
16 H 0.5488 2.5214 -1.2342  S5 1.308
17 H 1.3289 -0.5943 -1.9280  C6 1.176

Record 2
A cluster of 2 separate species, C4H10NS2 in total at a distorted geometry. Source: the OMol25 dataset; level of theory: wB97M-V/def2-TZVPD.

Calculated values
Spin multiplicity ... 1
Max |F| ... 3.52 eV/Å
Kohn-Sham gap ... 8.984 eV
Charge ... +1
HOMO ... -12.68 eV

Last columns: bonded neighbours and bond lengths (Å).
Cartesian coordinates (Å):
1 C -0.9118 0.6644 -0.5883  C4 1.404, S6 1.674, S7 1.944
2 C -1.1669 -1.0296 1.2336  C4 1.475, H8 1.067, H9 1.040, H10 1.202
3 C 1.2454 -0.0577 -0.4152  N5 1.318, H11 1.068, H12 1.097
4 C -1.7015 0.0705 0.4087  C1 1.404, C2 1.475, S7 1.825, H13 1.141
5 N 1.8536 0.4943 -1.4456  C3 1.318, H14 1.046, H15 1.009
6 S -1.2932 1.0817 -2.1638  C1 1.674, H16 1.286
7 S -1.2411 1.7335 1.0019  C1 1.944, C4 1.825, H17 1.295
8 H -0.9932 -1.9117 0.6594  C2 1.067
9 H -1.8407 -1.1971 2.0076  C2 1.040
10 H -0.0943 -0.6840 1.6519  C2 1.202
11 H 1.6844 0.2064 0.5214  C3 1.068
12 H 1.1436 -1.1414 -0.2804  C3 1.097
13 H -2.8355 0.1562 0.3196  C4 1.141
14 H 1.7937 0.0402 -2.3862  N5 1.046
15 H 2.4895 1.2763 -1.4048  N5 1.009
16 H -0.0552 1.4074 -2.2832  S6 1.286
17 H -0.0327 1.4160 1.3445  S7 1.295

Question: Among the records above, which one has the highest Kohn-Sham gap?
Answer: number 2